Entry 1:
The following is a DFT calculation (the ωB97M-V functional and the def2-TZVPD basis) of a structure of composition C21H39Cl3MnN7O3Si at a distorted geometry.

The geometry in XYZ format:
```
75
Properties=species:S:1:pos:R:3:forces:R:3:mulliken_charge:R:1
C -2.193632 -2.563929 -5.519395 0.170 -0.247 -0.380 -1.480
C -1.417527 -2.832087 -4.263556 0.345 0.151 0.686 0.404
H -2.067147 -3.409240 -6.199153 -0.178 0.195 -0.116 0.473
H -1.853428 -1.663976 -6.050656 -0.074 -0.148 0.259 0.116
H -3.272110 -2.450128 -5.315182 0.359 0.030 0.047 0.276
C -0.766918 -3.977331 -4.017489 -0.834 0.726 -0.158 0.613
C -0.774537 -5.093262 -4.990866 0.358 -0.805 -0.442 -1.799
H -0.340027 -4.180065 -3.034450 -0.018 0.244 -0.412 0.386
H -0.220835 -4.866671 -5.916711 -0.215 -0.005 0.209 0.331
H -1.806787 -5.372876 -5.270892 0.494 -0.093 0.108 0.382
H -0.261799 -5.940499 -4.527685 -0.261 -0.190 -0.254 0.394
Mn -0.329133 2.023075 0.739829 0.790 0.927 1.014 0.523
Cl -2.306437 2.898329 1.426348 -1.177 0.285 0.361 -0.629
Cl 0.922809 3.651554 -0.086928 0.793 0.845 -0.522 -0.657
H 1.603937 6.458425 3.341754 0.120 -0.004 -0.283 0.359
H -1.325994 6.630049 3.239691 0.044 0.387 -0.206 0.315
C 1.426210 5.646369 2.618525 -0.267 -0.079 0.126 -0.960
C -1.037312 6.000717 2.390054 0.058 -0.137 0.536 -0.870
N 0.072902 5.149750 2.804299 0.371 -0.257 -0.027 0.321
H 2.103407 4.816904 2.839527 -0.048 0.221 -0.195 0.227
C -0.113376 3.935960 3.367939 -0.796 -0.213 -0.029 -0.199
O 0.754521 3.117915 3.670601 -0.212 0.592 -0.067 -0.666
H -1.930083 5.429674 2.114866 0.435 -0.177 -0.105 0.307
H -1.198223 3.716483 3.499062 0.609 0.093 0.081 0.512
H 1.556040 5.988569 1.582214 0.080 -0.105 0.346 0.314
H -0.710861 6.609734 1.537794 -0.165 -0.153 0.234 0.273
H 2.567329 -1.358363 -3.608080 0.176 0.229 0.048 0.160
H 2.822563 -3.482934 -1.886975 0.155 0.172 0.234 0.275
C 3.377520 -0.973237 -2.969264 -0.353 -0.241 0.076 -0.917
C 3.486107 -2.810742 -1.319088 -0.110 0.466 0.027 -0.993
N 3.160623 -1.419629 -1.598661 0.694 0.158 0.278 0.387
H 3.387871 0.117563 -2.999910 -0.078 -0.214 0.049 0.319
C 3.084662 -0.493025 -0.576467 -0.529 0.430 -0.403 0.134
O 2.901052 0.700042 -0.735375 0.459 -1.043 0.138 -0.534
H 3.340995 -2.968783 -0.244325 0.122 -0.189 -0.264 0.305
H 3.150267 -0.956035 0.435567 -0.056 0.085 -0.328 0.211
H 4.328537 -1.373519 -3.346213 -0.064 0.080 0.086 0.349
H 4.528657 -3.036183 -1.593901 -0.181 0.003 0.092 0.326
O -0.641228 -0.644627 -3.483555 0.036 -2.287 0.151 -0.294
C -1.493637 -1.743702 -3.204131 -0.554 0.280 0.545 -0.252
C 0.054852 -2.540589 -1.362498 -0.204 -0.509 0.182 1.666
C -1.250012 -2.342148 -1.825396 0.210 0.163 0.332 -0.118
H 0.885116 -2.171415 -1.977318 -0.393 -0.109 0.408 -0.094
C 0.269514 -3.256565 -0.169485 -0.235 0.565 -0.689 -0.684
H -2.543813 -1.406137 -3.168264 0.159 0.162 -0.185 0.404
C -2.347685 -2.777030 -1.065804 0.156 -0.191 -0.408 -0.426
H 1.295248 -3.470791 0.153946 -0.571 0.136 0.053 0.068
C -0.833123 -3.697496 0.560767 -0.039 -0.542 0.476 -0.315
C -2.146620 -3.491188 0.119203 0.169 0.226 -0.198 -1.095
H -3.361203 -2.577092 -1.457732 0.571 -0.170 0.354 0.331
H -0.664256 -4.245559 1.498971 -0.099 0.256 -0.440 0.287
H -3.001048 -3.900528 0.682987 0.538 0.373 -0.254 0.302
Si -0.658350 0.829158 -4.123694 -0.277 2.831 3.416 0.667
Cl -1.024925 0.268474 -0.263914 -1.296 -2.042 -2.411 -0.237
C 0.979154 1.540448 -3.534528 1.072 -0.114 -1.099 -0.662
C -1.558023 2.177613 -3.082464 -0.682 -0.120 -0.615 -0.980
C -1.440360 1.009469 -5.754772 0.277 0.098 -0.804 -1.443
H 1.192419 1.176763 -2.510135 -0.253 0.010 -0.548 -0.052
H 0.982161 2.641103 -3.475359 -0.243 -0.444 -0.079 0.319
H 1.807645 1.281924 -4.200044 0.380 -0.091 0.220 0.328
H -0.883939 0.570581 -6.570445 0.032 -0.129 -0.450 0.389
H -1.438716 2.088887 -5.860240 -0.004 0.325 -0.335 0.362
H -2.481911 0.702778 -5.797075 -0.048 -0.210 0.168 0.380
H -1.332155 2.139412 -2.007669 -0.018 -0.062 -0.514 0.104
H -2.646209 2.154044 -3.209939 -0.098 0.158 0.192 0.304
H -1.195819 3.159207 -3.474713 -0.305 -0.622 0.211 0.344
N 2.076976 -1.245628 4.426708 -0.054 -0.095 0.560 -0.796
N 1.345706 -1.137501 3.250584 -2.189 1.488 -0.516 1.201
N 0.021712 -1.553255 3.259738 1.747 0.650 -0.621 -0.767
C -0.516404 -0.705793 2.402291 0.290 -0.172 0.566 -0.505
N 0.354410 0.265422 2.008453 2.007 -0.517 1.217 0.492
N 1.528494 0.010744 2.559298 -2.087 -0.972 0.172 -0.621
H 3.052153 -1.153148 4.202325 0.314 -0.273 -0.019 0.241
H 1.823791 -2.109957 4.884607 0.248 -0.183 -0.218 0.262
H -1.527459 -0.776176 2.004348 0.425 0.118 0.337 0.600
```
Positions in Å, forces in eV/Å.

HOMO (spin up / spin down) = -4.296 / -5.522 eV
calculated total energy = -115752.51683 eV
⟨S²⟩ = 8.757
relative energy (zero: lowest compared OMol25 entry of this formula, charge and spin) = 42.9 kcal/mol
M = 626.97 g/mol
E_LUMO (spin up / spin down) = 2.351 / 2.351 eV
2S+1 = 6
charge = -1

---

Entry 2:
The following is a DFT calculation (the ωB97M-V functional and the def2-TZVPD basis) of a cluster of 2 separate species, C21H39ClN3O5 in total.

The geometry in XYZ format:
```
69
Properties=species:S:1:pos:R:3:forces:R:3:mulliken_charge:R:1
C 2.341738 3.111100 -0.497057 0.109 -0.012 0.043 -1.175
C 1.837140 1.783793 -1.084875 -0.487 0.412 0.323 0.460
C 0.722569 1.971978 -2.143422 0.429 -0.309 -0.157 -1.241
C -0.600324 1.267329 -1.808102 0.570 0.071 0.174 -1.502
C -1.582807 1.996901 -0.899212 -0.171 -0.346 -0.411 1.904
C -2.711115 1.014846 -0.540996 -0.140 -0.027 -0.074 -1.263
C -3.297208 0.180497 -1.695600 -0.361 -0.246 0.509 -0.798
O -4.731988 0.097389 -1.576339 0.128 0.048 -0.093 -0.640
O -0.836173 2.376055 0.269655 -0.142 0.176 0.015 0.177
C -1.568053 2.571636 1.454470 0.336 0.183 0.217 -0.603
C -0.679586 3.424447 2.386786 -0.461 -0.123 0.291 -0.119
C -0.886796 2.991685 3.807301 0.402 -0.203 0.107 0.341
O -0.166283 2.330026 4.467889 -0.112 0.112 0.007 -0.434
Cl -2.450840 3.558514 4.502482 -0.177 0.061 -0.035 -0.241
C -2.196637 3.302948 -1.474202 -0.190 0.267 0.559 -0.276
N -1.251411 4.419964 -1.474128 -0.210 0.181 -0.140 -0.621
N -2.742746 3.122480 -2.818034 0.172 0.215 -0.314 -0.618
C -2.068018 3.358919 -3.800806 0.364 -0.421 0.805 0.822
O -1.412785 3.530023 -4.742808 -0.230 0.176 -0.587 -0.485
H 1.818236 3.351865 0.430249 -0.062 0.045 -0.048 -0.022
H 3.407434 3.079815 -0.258277 -0.006 -0.030 0.015 0.397
H 2.181705 3.948269 -1.181422 0.064 -0.023 -0.041 0.323
H 1.407677 1.190861 -0.276436 0.244 -0.238 -0.041 -0.367
H 2.670853 1.215233 -1.495283 -0.032 -0.010 -0.073 0.504
H 0.591652 3.031389 -2.362453 -0.121 -0.007 0.028 0.558
H 1.082081 1.516867 -3.071347 -0.080 0.045 -0.041 0.358
H -1.074471 0.965116 -2.741278 -0.224 0.141 0.056 0.512
H -0.356098 0.340411 -1.277439 0.037 -0.218 -0.076 0.376
H -3.564542 1.544276 -0.106229 0.072 0.055 0.062 0.357
H -2.321005 0.316064 0.202766 0.117 0.047 -0.016 0.331
H -2.903669 -0.834145 -1.624091 0.318 0.096 -0.320 0.287
H -3.098193 0.602315 -2.672941 -0.028 0.022 -0.025 0.359
H -4.912865 -0.600317 -0.942384 -0.089 -0.007 0.041 0.347
H -2.503714 3.111958 1.285188 -0.081 -0.150 -0.001 0.378
H -1.783026 1.619356 1.949399 -0.107 -0.049 -0.148 0.298
H 0.372668 3.258821 2.169436 -0.019 0.045 -0.168 -0.040
H -0.972424 4.472034 2.322741 0.304 0.067 -0.171 0.414
H -3.053672 3.547853 -0.835805 -0.142 -0.112 -0.123 0.533
H -0.918941 4.584668 -0.530837 0.203 -0.250 -0.028 0.146
H -1.770680 5.254987 -1.731116 0.043 -0.003 -0.049 0.325
C -0.488714 -3.691880 2.111511 -0.041 -0.006 0.185 -1.871
C 0.640845 -2.736594 1.675496 0.073 -0.241 0.152 1.866
C 1.968804 -3.249743 2.252013 0.245 0.005 0.045 -1.405
C 2.521484 -4.506074 1.570812 -0.005 0.032 -0.057 -0.618
C 2.104698 -4.608089 0.094607 -0.008 -0.162 0.147 -1.551
C 1.719477 -3.270048 -0.547304 0.302 -0.108 0.098 1.939
N 0.631261 -2.688460 0.207612 -0.621 -0.069 -0.174 0.098
O 0.221807 -1.458722 -0.324817 -0.021 0.357 -0.123 -0.547
C 1.195000 -3.573739 -1.952426 0.096 0.001 -0.213 -1.929
C 2.963234 -2.368493 -0.694210 0.118 0.066 -0.068 -1.509
C 0.372425 -1.373958 2.306482 -0.004 0.126 0.109 -1.855
H -1.441510 -3.321337 1.729246 0.027 -0.002 -0.077 0.346
H -0.560630 -3.769530 3.204902 0.012 0.035 -0.010 0.389
H -0.328981 -4.693958 1.709242 0.015 0.019 -0.043 0.346
H 2.712215 -2.452628 2.172149 -0.082 0.062 -0.036 0.308
H 1.849921 -3.429025 3.326493 -0.043 -0.010 -0.007 0.596
H 3.612733 -4.492448 1.646512 0.000 0.002 0.019 0.350
H 2.198854 -5.404195 2.105113 -0.040 0.001 -0.022 0.365
H 2.911514 -5.074773 -0.479792 -0.006 0.078 -0.072 0.527
H 1.246167 -5.280473 0.002100 -0.073 0.088 0.022 0.303
H 0.273873 -4.155375 -1.886244 -0.017 0.028 0.045 0.424
H 1.933862 -4.149753 -2.523076 0.021 0.014 0.029 0.415
H 0.982980 -2.650234 -2.489391 -0.064 0.033 0.088 0.233
H 3.729496 -2.862405 -1.302744 -0.028 -0.018 -0.007 0.404
H 3.413538 -2.121063 0.268177 -0.019 0.000 0.003 0.342
H 2.680889 -1.437504 -1.186416 -0.104 0.016 0.088 0.069
H 0.353414 -1.479113 3.397792 0.043 -0.041 -0.006 0.416
H -0.585107 -0.972796 1.980154 0.021 0.003 -0.099 0.112
H 1.148770 -0.655815 2.040564 -0.041 0.008 -0.090 0.378
```
Positions in Å, forces in eV/Å.

HOMO = -1.828 eV
calculated total energy = -49638.67282 eV
relative energy (zero: lowest compared OMol25 entry of this formula, charge and spin) = 0.0 kcal/mol
M = 449.01 g/mol
E_LUMO = 2.306 eV
charge = -1

---

Entry 3:
The following is a DFT calculation (the ωB97M-V functional and the def2-TZVPD basis) of a structure of composition C21H39MnNOP2 at a distorted geometry.

The geometry in XYZ format:
```
65
Properties=species:S:1:pos:R:3:forces:R:3:mulliken_charge:R:1
Mn 0.088957 -0.362783 -0.612335 -1.528 -0.160 -0.775 -0.358
P 2.404798 -0.206533 -0.696018 0.067 0.163 -0.667 1.078
P -2.431457 -0.014314 -0.441527 0.624 0.021 -0.176 1.004
N -0.034066 0.501145 -2.139071 0.191 -1.931 1.453 -0.383
H 0.725659 -1.703315 0.373952 -0.441 -2.174 0.872 -0.602
C 3.003089 -1.614667 -1.708085 0.165 0.051 0.148 -1.192
H 4.098385 -1.671513 -1.665468 -0.196 -0.048 -0.096 0.455
H 2.677099 -1.462936 -2.745126 0.034 -0.034 0.275 0.310
H 2.569312 -2.551043 -1.337525 0.213 0.315 -0.108 0.081
C 3.425159 -0.235834 0.815182 -0.107 -0.126 0.132 -1.324
H 4.482078 -0.387479 0.558748 -0.235 0.063 0.057 0.546
H 3.081138 -1.044366 1.474162 0.094 0.211 -0.150 0.287
H 3.301090 0.715534 1.349206 0.001 -0.252 -0.136 0.304
C 3.069947 1.240893 -1.608671 -0.037 -0.010 0.081 -1.251
H 4.158740 1.310973 -1.483382 -0.231 -0.037 -0.033 0.489
H 2.599848 2.156582 -1.228935 0.126 -0.198 -0.089 0.291
H 2.830942 1.149229 -2.676418 -0.015 0.020 0.308 0.365
C -3.426014 -1.271987 -1.325547 -0.023 0.096 0.117 -1.371
H -4.490827 -0.999319 -1.323004 0.220 -0.031 -0.036 0.458
H -3.276185 -2.250026 -0.852933 -0.020 0.315 -0.197 0.305
H -3.047982 -1.320195 -2.353271 -0.107 -0.082 0.202 0.308
C -3.198722 0.061208 1.214083 -0.108 0.014 -0.024 -1.181
H -4.234430 0.414364 1.118860 0.179 -0.129 0.133 0.544
H -2.615820 0.751819 1.834113 -0.161 -0.154 -0.115 0.124
H -3.181242 -0.932547 1.681481 -0.006 0.302 -0.107 0.280
C -3.008628 1.542542 -1.216118 -0.050 -0.027 0.145 -1.308
H -4.054341 1.728586 -0.936440 0.204 0.063 -0.175 0.528
H -2.915517 1.458241 -2.306560 -0.005 0.062 0.273 0.302
H -2.375487 2.370060 -0.873604 -0.200 -0.135 -0.092 0.256
C -0.041712 1.367290 -3.111946 0.007 1.561 -0.955 -0.248
C 0.013964 1.871118 -5.511860 -0.016 0.092 0.135 -0.528
C -0.036041 0.939986 -4.490992 0.026 0.284 0.622 -0.616
C -0.041180 2.787264 -2.848964 0.070 -0.472 -0.473 0.415
C 0.002900 3.692520 -3.896742 -0.033 -0.125 0.120 -0.745
C 0.037180 3.246718 -5.225497 0.004 0.009 -0.096 -0.359
H 0.034822 1.527120 -6.547162 -0.014 0.143 0.250 0.351
H -0.060110 -0.132853 -4.670612 0.016 0.205 -0.062 0.445
H -0.064782 3.107689 -1.808033 0.023 -0.036 -0.219 0.440
H 0.011402 4.760507 -3.670355 0.001 -0.264 -0.159 0.348
H 0.079201 3.971150 -6.040536 -0.018 -0.220 0.238 0.358
C -0.161042 -2.754375 0.224538 0.198 2.188 -1.617 2.176
O -0.810175 -2.262917 -0.865013 0.128 -0.182 0.086 -0.717
C 0.562422 -4.043368 -0.114094 0.464 0.054 0.405 -1.709
H 1.037324 -4.466075 0.777520 0.045 -0.098 -0.181 0.331
H 1.315521 -3.883726 -0.887267 -0.220 -0.142 0.044 0.405
H -0.186361 -4.750092 -0.501788 0.152 0.239 0.153 0.378
C -0.970377 -2.813118 1.509693 0.353 0.152 0.499 -0.781
H -2.017270 -3.069880 1.297799 0.301 -0.016 -0.090 0.194
H -0.930835 -1.842076 2.022562 -0.173 -0.258 -0.162 -0.332
H -0.540358 -3.561341 2.187826 -0.202 0.100 -0.046 0.497
C -1.190541 0.179607 4.470745 -0.283 -0.146 0.110 -1.559
C 0.160817 0.580185 3.873370 -0.060 -0.015 0.326 1.931
C 0.462476 2.035194 4.226837 0.057 0.283 0.176 -1.770
C 1.252301 -0.330481 4.445552 0.160 -0.117 0.220 -1.542
C 0.123181 0.441162 2.423828 0.153 -0.153 -1.776 0.471
C 0.136130 0.278560 1.206915 0.121 0.607 1.445 -0.337
H -1.158795 0.266240 5.561778 -0.010 0.013 -0.066 0.456
H -1.441820 -0.861577 4.223303 0.059 0.258 0.013 0.275
H -1.993155 0.827599 4.098750 0.144 -0.128 0.062 0.311
H 0.486237 2.160706 5.316176 0.002 0.002 -0.125 0.424
H 1.434099 2.337188 3.822357 -0.144 -0.011 0.032 0.330
H -0.308035 2.698392 3.818605 0.146 -0.083 0.047 0.361
H 1.057370 -1.380625 4.201251 0.020 0.153 -0.016 0.267
H 2.237284 -0.058746 4.051965 -0.130 -0.036 0.016 0.309
H 1.282465 -0.237255 5.539717 0.004 -0.008 -0.178 0.425
```
Positions in Å, forces in eV/Å.

HOMO (spin up / spin down) = -6.773 / -7.151 eV
calculated total energy = -75841.24811 eV
⟨S²⟩ = 3.852
relative energy (zero: lowest compared OMol25 entry of this formula, charge and spin) = 42.5 kcal/mol
M = 438.43 g/mol
E_LUMO (spin up / spin down) = 0.286 / -0.288 eV
2S+1 = 4